# 1
ORCA calculation (the ωB97M-V functional and the def2-TZVPD basis) on a cluster of 2 separate species, C4H10O in total.

Each line ends with the Mulliken charge.
Positions of all 15 atoms, in Å:
C1 -0.606 1.365 0.818  -0.943
C2 1.113 -1.867 1.545  -0.957
C3 -0.634 0.002 -2.598  -0.457
C4 -0.258 1.155 -0.667  -0.033
O1 -0.938 0.274 -1.345  -0.210
H1 -1.184 0.484 1.006  0.287
H2 0.264 1.462 1.527  0.269
H3 -1.268 2.319 1.019  0.251
H4 1.805 -1.409 0.803  0.230
H5 0.762 -1.014 2.115  0.181
H6 0.310 -2.364 1.000  0.220
H7 -1.411 -0.597 -3.124  0.247
H8 1.674 -2.443 2.260  0.321
H9 -0.044 0.718 -3.266  0.225
H10 0.416 1.915 -1.093  0.368

Energy relative to the best compared isomer or geometry (same formula, charge and spin)   424.89 kJ/mol
Kohn-Sham gap (alpha / beta)   8.6 / 7.9 eV
Energy   -233.48312 Eh
Total charge   0

# 2
ORCA calculation (the ωB97M-V functional and the def2-TZVPD basis) on an isolated molecule of C4H10O.

Each line ends with the Mulliken charge.
Positions of all 15 atoms, in Å:
C1 2.063 0.479 -0.239  -1.046
C2 1.210 -0.781 0.094  -0.261
C3 -0.940 0.133 0.318  -0.032
C4 -2.312 0.015 -0.256  -1.218
H1 1.746 1.347 0.364  0.280
H2 1.895 0.788 -1.304  0.274
H3 3.120 0.270 -0.021  0.367
H4 1.212 -0.852 1.223  0.269
H5 1.652 -1.705 -0.286  0.313
H6 -0.994 -0.208 1.399  0.243
H7 -0.549 1.213 0.366  0.211
H8 -3.068 0.535 0.396  0.340
H9 -2.398 0.454 -1.252  0.302
H10 -2.545 -1.040 -0.366  0.302
O1 -0.093 -0.647 -0.436  -0.345

Energy relative to the best compared isomer or geometry (same formula, charge and spin)   79.93 kJ/mol
Kohn-Sham gap   10.9 eV
Energy   -233.61450 Eh
Total charge   0

# 3
ORCA calculation (the ωB97M-V functional and the def2-TZVPD basis) on a cluster of 3 separate species, C4H10O in total.

Each line ends with the Mulliken charge.
Positions of all 15 atoms, in Å:
C1 -0.607 -1.342 -1.305  -0.513
O1 -1.068 -0.342 -0.514  -0.298
C2 -0.145 0.113 0.364  0.636
C3 1.167 0.580 -0.248  -1.303
C4 -0.805 1.056 1.366  -1.320
H1 0.106 -2.007 -0.142  0.157
H2 0.214 -1.056 -1.978  0.229
H3 -1.467 -1.770 -1.846  0.243
H4 0.274 -1.333 0.743  0.089
H5 1.020 1.195 -1.151  0.321
H6 1.767 -0.288 -0.532  0.389
H7 1.733 1.166 0.480  0.359
H8 -0.206 1.082 2.278  0.360
H9 -1.808 0.694 1.613  0.345
H10 -0.907 2.098 1.014  0.306

Energy relative to the best compared isomer or geometry (same formula, charge and spin)   356.37 kJ/mol
Kohn-Sham gap   10.3 eV
Energy   -233.50921 Eh
Total charge   0

# 4
ORCA calculation (the ωB97M-V functional and the def2-TZVPD basis) on a structure of composition C4H10O.

Each line ends with the Mulliken charge.
Positions of all 15 atoms, in Å:
C1 -1.695 -0.704 -0.697  -1.025
C2 -0.512 0.209 -0.980  -0.196
C3 0.834 -0.096 -0.382  -0.134
C4 0.902 0.875 1.295  -1.287
O1 1.048 -1.401 -0.044  -0.506
H1 -1.697 -0.945 0.370  0.261
H2 -1.721 -1.655 -1.245  0.271
H3 -2.629 -0.172 -0.914  0.339
H4 -0.525 0.750 -1.939  0.393
H5 -0.334 0.880 -0.104  0.121
H6 1.631 0.406 -0.938  0.305
H7 0.573 1.947 1.362  0.381
H8 0.350 0.366 2.111  0.317
H9 1.958 0.894 1.570  0.387
H10 1.816 -1.352 0.535  0.373

Energy relative to the best compared isomer or geometry (same formula, charge and spin)   319.71 kJ/mol
Kohn-Sham gap   9.6 eV
Energy   -233.52318 Eh
Total charge   0

# 5
ORCA calculation (the ωB97M-V functional and the def2-TZVPD basis) on a cluster of 2 separate species, C4H10O in total.

Each line ends with the Mulliken charge.
Positions of all 15 atoms, in Å:
C1 1.470 -1.413 0.940  -1.167
C2 1.069 -0.694 -0.351  -0.196
C3 -0.281 -0.066 -0.250  -0.350
O1 -0.455 1.091 -0.804  -0.237
C4 -1.554 1.812 -0.795  -0.544
H1 0.744 -2.193 1.198  0.294
H2 2.448 -1.893 0.832  0.350
H3 1.517 -0.709 1.777  0.315
H4 1.101 -1.414 -1.184  0.253
H5 1.794 0.092 -0.591  0.232
H6 -0.861 1.088 1.575  -0.020
H7 -1.169 -0.628 0.035  0.465
H8 -2.499 1.302 -0.634  0.315
H9 -1.272 1.686 1.312  0.063
H10 -1.475 2.731 -1.356  0.227

Energy relative to the best compared isomer or geometry (same formula, charge and spin)   431.84 kJ/mol
Kohn-Sham gap (alpha / beta)   8.1 / 8.3 eV
Energy   -233.48047 Eh
Total charge   0

# 6
ORCA calculation (the ωB97M-V functional and the def2-TZVPD basis) on an isolated molecule of C4H10O.

Each line ends with the Mulliken charge.
Positions of all 15 atoms, in Å:
C1 -0.970 1.482 0.850  -1.168
C2 -0.819 0.440 -0.256  -0.442
C3 0.148 -0.715 0.075  0.423
C4 1.055 -1.038 -1.108  -1.438
O1 0.932 -0.344 1.202  -0.538
H1 -0.010 1.965 1.049  0.298
H2 -1.311 1.035 1.787  0.294
H3 -1.691 2.249 0.548  0.375
H4 -1.800 0.016 -0.500  0.309
H5 -0.472 0.945 -1.165  0.273
H6 -0.446 -1.608 0.330  0.203
H7 0.479 -1.256 -2.014  0.346
H8 1.703 -0.177 -1.309  0.361
H9 1.694 -1.905 -0.897  0.402
H10 1.507 -1.090 1.408  0.303

Energy relative to the best compared isomer or geometry (same formula, charge and spin)   29.26 kJ/mol
Kohn-Sham gap   11.1 eV
Energy   -233.63380 Eh
Total charge   0

# 7
ORCA calculation (the ωB97M-V functional and the def2-TZVPD basis) on an isolated molecule of C4H10O.

Each line ends with the Mulliken charge.
Positions of all 15 atoms, in Å:
C1 2.237 0.505 0.212  -1.237
C2 0.975 -0.124 -0.345  -0.102
O1 0.115 -0.388 0.742  -0.348
C3 -1.172 -0.819 0.361  -0.250
C4 -2.034 0.328 -0.151  -1.079
H1 2.981 0.668 -0.574  0.372
H2 2.679 -0.138 0.981  0.298
H3 1.999 1.470 0.666  0.295
H4 0.499 0.552 -1.076  0.247
H5 1.208 -1.064 -0.871  0.280
H6 -1.624 -1.243 1.263  0.279
H7 -1.099 -1.629 -0.384  0.289
H8 -3.086 0.047 -0.194  0.375
H9 -1.747 0.654 -1.152  0.296
H10 -1.931 1.181 0.522  0.283

Energy relative to the best compared isomer or geometry (same formula, charge and spin)   56.98 kJ/mol
Kohn-Sham gap   10.9 eV
Energy   -233.62325 Eh
Total charge   0

# 8
ORCA calculation (the ωB97M-V functional and the def2-TZVPD basis) on a cluster of 2 separate species, C4H10O in total.

Each line ends with the Mulliken charge.
Positions of all 15 atoms, in Å:
C1 0.394 -1.339 1.335  -0.759
C2 -0.250 -0.189 1.498  -0.084
C3 -1.274 1.639 0.015  -1.003
C4 -1.512 0.234 0.693  -0.296
H1 1.209 -1.590 2.024  0.242
H2 0.180 -2.041 0.522  0.243
H3 0.056 0.450 2.337  0.264
H4 -0.238 1.888 -0.268  0.329
H5 -1.607 2.350 0.791  0.264
H6 -1.919 1.757 -0.871  0.286
H7 -1.732 -0.485 -0.119  0.256
H8 -2.420 0.322 1.319  0.258
O1 3.437 -1.032 -3.085  -0.650
H9 2.887 -0.528 -3.726  0.324
H10 2.789 -1.437 -2.465  0.324

Energy relative to the best compared isomer or geometry (same formula, charge and spin)   113.41 kJ/mol
Kohn-Sham gap   10.5 eV
Energy   -233.60175 Eh
Total charge   0

# 9
ORCA calculation (the ωB97M-V functional and the def2-TZVPD basis) on a cluster of 2 separate species, C4H10O in total.

Each line ends with the Mulliken charge.
Positions of all 15 atoms, in Å:
C1 -0.713 1.375 -1.840  -0.957
C2 -0.207 -1.580 0.386  -1.069
C3 0.127 0.278 1.985  -0.680
C4 0.549 -0.510 0.994  0.494
O1 1.805 -0.108 0.506  -0.498
H1 -1.686 1.719 -1.437  0.231
H2 -0.529 0.328 -2.096  0.189
H3 0.140 1.489 -1.165  0.202
H4 0.099 -2.535 0.797  0.357
H5 0.184 -1.713 -0.704  0.261
H6 -1.294 -1.321 0.293  0.299
H7 0.698 1.206 2.202  0.294
H8 -0.587 1.976 -2.728  0.334
H9 -0.968 0.258 2.236  0.253
H10 2.384 -0.862 0.571  0.288

Energy relative to the best compared isomer or geometry (same formula, charge and spin)   166.02 kJ/mol
Kohn-Sham gap   10.0 eV
Energy   -233.58172 Eh
Total charge   0

# 10
ORCA calculation (the ωB97M-V functional and the def2-TZVPD basis) on an isolated molecule of C4H10O.

Each line ends with the Mulliken charge.
Positions of all 15 atoms, in Å:
C1 0.567 -1.249 0.849  -1.358
C2 0.424 -0.123 -0.145  0.846
C3 -0.302 -0.396 -1.428  -1.381
C4 -0.220 0.980 0.643  -0.726
H1 1.338 -1.006 1.684  0.329
H2 -0.337 -1.576 1.350  0.353
H3 0.919 -2.154 0.234  0.317
H4 1.443 0.169 -0.386  0.144
H5 -1.366 -0.759 -1.280  0.293
H6 0.155 -1.195 -1.976  0.406
H7 -0.301 0.483 -2.146  0.299
H8 0.377 1.210 1.547  0.260
H9 -1.233 0.704 0.887  0.421
H10 -1.143 2.708 0.282  0.332
O1 -0.320 2.204 -0.117  -0.534

Energy relative to the best compared isomer or geometry (same formula, charge and spin)   78.65 kJ/mol
Kohn-Sham gap   11.1 eV
Energy   -233.61499 Eh
Total charge   0

# 11
ORCA calculation (the ωB97M-V functional and the def2-TZVPD basis) on a cluster of 2 separate species, C4H10O in total.

Each line ends with the Mulliken charge.
Positions of all 15 atoms, in Å:
C1 0.665 2.606 0.276  -1.181
C2 0.527 1.294 0.909  1.202
C3 -0.670 0.897 1.504  -0.756
C4 1.723 0.449 0.915  -1.219
H1 0.275 3.482 0.833  0.400
H2 0.023 2.744 -0.597  0.375
H3 1.705 2.903 0.164  0.380
H4 -0.773 -0.049 2.023  0.325
H5 -1.545 1.534 1.567  0.332
H6 1.787 -0.615 1.109  0.403
H7 2.327 0.782 1.793  0.384
H8 2.363 0.780 0.100  0.354
H9 -3.368 -5.696 -2.967  0.316
H10 -2.490 -5.305 -4.227  0.325
O1 -2.549 -5.807 -3.403  -0.641

Multiplicity   2
Energy relative to the best compared isomer or geometry (same formula, charge and spin)   69.35 kJ/mol
Kohn-Sham gap (alpha / beta)   8.2 / 4.6 eV
Energy   -233.27020 Eh
Total charge   +1

# 12
ORCA calculation (the ωB97M-V functional and the def2-TZVPD basis) on a cluster of 2 separate species, C4H10O2 in total.

Each line ends with the Mulliken charge.
Positions of all 16 atoms, in Å:
O1 1.586 1.076 1.299  -0.647
C1 0.494 1.164 0.825  -0.503
C2 0.041 0.375 -0.462  -0.317
C3 -1.542 0.307 -0.538  -0.543
C4 -2.109 -0.454 -1.731  -1.066
H1 -0.247 1.867 1.208  0.326
H2 0.437 -0.691 -0.434  0.213
H3 0.637 0.784 -1.405  0.135
H4 -1.810 1.354 -0.589  0.295
H5 -2.028 -0.054 0.347  0.338
H6 -3.205 -0.234 -1.874  0.318
H7 -1.456 -0.196 -2.695  0.238
H8 -2.010 -1.491 -1.564  0.305
H9 1.680 -0.979 1.049  0.332
H10 1.351 -2.315 1.496  0.282
O2 1.582 -1.875 0.689  -0.707

Multiplicity   2
Energy relative to the best compared isomer or geometry (same formula, charge and spin)   115.54 kJ/mol
Kohn-Sham gap (alpha / beta)   3.3 / 7.4 eV
Energy   -308.80774 Eh
Total charge   -1

# 13
ORCA calculation (the ωB97M-V functional and the def2-TZVPD basis) on an isolated molecule of C4H10O2.

Each line ends with the Mulliken charge.
Positions of all 16 atoms, in Å:
C1 -2.125 -0.783 -0.031  -1.114
C2 -1.211 0.384 0.380  -0.333
C3 0.242 0.061 -0.047  0.160
O1 0.478 -0.190 -1.402  -0.634
C4 1.484 0.825 0.384  -0.460
O2 2.551 -0.268 -0.180  -0.656
H1 -3.178 -0.595 0.218  0.353
H2 -2.045 -0.942 -1.110  0.273
H3 -1.831 -1.716 0.467  0.306
H4 -1.614 1.318 -0.030  0.340
H5 -1.236 0.485 1.478  0.268
H6 0.466 -0.841 0.545  0.144
H7 1.475 -0.435 -1.254  0.481
H8 1.491 0.946 1.485  0.271
H9 1.769 1.738 -0.130  0.285
H10 3.284 0.016 -0.774  0.316

Energy relative to the best compared isomer or geometry (same formula, charge and spin)   200.28 kJ/mol
Kohn-Sham gap   10.3 eV
Energy   -308.82188 Eh
Total charge   0

# 14
ORCA calculation (the ωB97M-V functional and the def2-TZVPD basis) on a cluster of 2 separate species, C4H10O2 in total.

Each line ends with the Mulliken charge.
Positions of all 16 atoms, in Å:
O1 -1.308 -0.791 1.350  -0.393
C1 -0.782 0.312 0.679  -0.462
C2 -1.763 -1.677 0.321  -0.417
C3 -0.018 -0.326 -0.538  -0.434
C4 -0.568 -1.768 -0.631  -0.512
H1 -1.579 0.983 0.305  0.283
H2 -0.072 0.927 1.265  0.267
H3 -2.048 -2.691 0.662  0.322
H4 -2.655 -1.216 -0.145  0.284
H5 -0.196 0.233 -1.476  0.254
H6 1.060 -0.248 -0.298  0.261
H7 0.266 -2.411 -0.287  0.225
H8 -0.960 -2.200 -1.571  0.321
O2 3.873 3.438 0.248  -0.645
H9 3.810 4.284 -0.250  0.328
H10 2.940 3.150 0.367  0.317

Energy relative to the best compared isomer or geometry (same formula, charge and spin)   128.00 kJ/mol
Kohn-Sham gap   10.5 eV
Energy   -308.84940 Eh
Total charge   0

# 15
ORCA calculation (the ωB97M-V functional and the def2-TZVPD basis) on a cluster of 2 separate species, C4H10O2 in total.

Each line ends with the Mulliken charge.
Positions of all 16 atoms, in Å:
C1 -0.780 0.571 2.473  -0.616
O1 0.405 0.123 1.864  -0.494
C2 -0.066 -0.685 -0.720  0.122
C3 1.162 0.119 -0.613  -0.066
C4 -0.111 -0.525 -2.287  -1.098
O2 1.187 1.318 -0.409  -0.594
H1 -1.537 0.910 1.742  0.266
H2 -1.193 -0.267 3.040  0.226
H3 -0.563 1.400 3.160  0.273
H4 -0.934 -0.238 -0.224  0.022
H5 0.040 -1.720 -0.368  0.338
H6 2.066 -0.444 -0.917  0.385
H7 0.684 0.110 -2.722  0.325
H8 -1.037 -0.014 -2.532  0.323
H9 -0.014 -1.497 -2.761  0.304
H10 0.691 0.838 1.274  0.284

Energy relative to the best compared isomer or geometry (same formula, charge and spin)   181.53 kJ/mol
Kohn-Sham gap   10.9 eV
Energy   -308.82902 Eh
Total charge   0

# 16
ORCA calculation (the ωB97M-V functional and the def2-TZVPD basis) on a cluster of 2 separate species, C4H10O2 in total.

Each line ends with the Mulliken charge.
Positions of all 16 atoms, in Å:
C1 -2.366 -1.060 0.071  -1.029
C2 -1.621 0.206 -0.331  -0.217
O1 -0.771 0.683 0.693  -0.530
C3 2.006 0.559 -0.668  -0.273
C4 2.574 0.455 0.673  -0.226
O2 1.681 -0.542 0.183  -0.440
H1 -1.660 -1.868 0.295  0.304
H2 -3.026 -1.401 -0.735  0.333
H3 -2.970 -0.877 0.965  0.253
H4 -2.333 1.011 -0.542  0.317
H5 -1.053 0.023 -1.258  0.239
H6 1.185 1.253 -0.837  0.211
H7 2.614 0.301 -1.534  0.261
H8 2.173 1.083 1.467  0.213
H9 3.600 0.120 0.803  0.244
H10 -0.034 0.051 0.755  0.339

Energy relative to the best compared isomer or geometry (same formula, charge and spin)   200.88 kJ/mol
Kohn-Sham gap   11.1 eV
Energy   -308.82165 Eh
Total charge   0